No. 1
{"formula": "C8H9NO", "method": "wB97M-V/def2-TZVPD", "elements": ["O", "N", "C", "C", "C", "C", "C", "C", "C", "C", "H", "H", "H", "H", "H", "H", "H", "H", "H"], "xyz": [[-0.46902, 0.33368, 2.29969], [-0.23445, 3.14080, 0.39712], [-1.12494, -0.33781, 0.06891], [-0.45997, -1.65589, 0.38858], [0.86169, -1.50689, 0.42224], [0.81886, 0.25555, -1.31003], [-0.70510, 0.03080, -1.36738], [-0.34598, 2.02288, 0.63737], [1.25942, -0.12679, 0.09222], [-0.37403, 0.64526, 0.96579], [1.57995, -2.27306, 0.66131], [-2.20400, -0.32670, 0.22442], [1.06789, 1.29991, -1.50108], [0.01163, 0.98179, 2.82889], [-0.97484, -0.77497, -2.04939], [-1.22439, 0.93412, -1.69030], [1.34081, -0.35442, -2.05129], [-1.01927, -2.56163, 0.53126], [2.19571, 0.27336, 0.45168]], "mulliken_charge": [-0.54, -0.51, 0.01, -0.70, -0.38, -0.78, -0.91, 0.04, -0.43, 0.42, 0.45, 0.50, 0.37, 0.38, 0.42, 0.34, 0.39, 0.46, 0.47], "spin_multiplicity": 1, "total_charge": 0, "homo_lumo_gap_ev": 9.437, "homo_energy_ev": -8.72, "lumo_energy_ev": 0.71}

***

No. 2
{"formula": "C8H9NO", "method": "wB97M-V/def2-TZVPD", "elements": ["O", "N", "C", "C", "C", "C", "C", "C", "C", "C", "H", "H", "H", "H", "H", "H", "H", "H", "H"], "xyz": [[-0.26717, -0.11633, -3.61505], [-0.76922, -0.75967, -2.68472], [-0.42778, 1.77181, 0.03604], [0.66757, -0.29447, 0.66965], [0.85421, 0.32277, 1.89213], [0.41039, 1.58346, 2.19761], [1.27484, -1.61989, 0.31871], [-0.11597, 2.35708, 1.22488], [-1.75439, -1.51561, -2.51011], [-0.02355, 0.47725, -0.21623], [-1.08878, 2.29541, -0.64563], [1.26522, -0.29236, 2.59749], [-0.55678, 3.37823, 1.42484], [-2.34548, -2.00057, -3.24366], [1.09185, -1.75052, -0.76661], [0.52145, 2.03042, 3.27779], [2.32468, -1.60108, 0.41345], [-2.01480, -1.95218, -1.58272], [0.95372, -2.31375, 1.21213]], "mulliken_charge": [-0.43, 0.30, -0.60, 0.58, -0.32, -0.50, -1.26, -0.32, -0.47, 0.19, 0.36, 0.44, 0.28, 0.30, 0.32, 0.23, 0.35, 0.27, 0.29], "spin_multiplicity": 1, "total_charge": 0, "homo_lumo_gap_ev": [9.233, 8.182], "homo_energy_ev": [-9.20, -8.81], "lumo_energy_ev": [0.03, -0.63]}

***

No. 3
{"formula": "C8H9NO3", "method": "wB97M-V/def2-TZVPD", "elements": ["O", "O", "O", "N", "C", "C", "C", "C", "C", "C", "C", "C", "H", "H", "H", "H", "H", "H", "H", "H", "H"], "xyz": [[0.34821, 0.10541, 0.27009], [0.23642, -0.30322, 3.10502], [1.44914, -1.98989, 2.15308], [-2.59331, -1.51962, 1.09908], [2.47772, 0.81885, 0.07469], [-2.00874, -0.95820, 0.20138], [-1.01254, 0.04469, -0.29423], [1.32244, 0.40332, -0.78647], [-1.43593, -1.27324, -1.15581], [-1.52972, 2.32529, -1.45531], [-1.42676, 1.25378, -0.93669], [0.84260, -1.14240, 2.57933], [-1.71222, 3.19471, -2.06238], [-0.68955, -2.01191, -1.28025], [2.19573, 1.86613, 0.43244], [-2.55506, -1.08379, 2.01470], [0.83521, 1.03972, -1.49618], [1.62293, -0.65975, -1.11445], [2.29405, 0.26539, 0.96835], [-2.13882, -1.17145, -1.96651], [3.47820, 0.79621, -0.34987]], "mulliken_charge": [-0.19, -0.43, -0.36, -0.69, -1.01, 0.39, 0.79, -0.22, -0.85, 0.14, -1.03, 0.81, 0.45, 0.25, 0.27, 0.28, 0.46, 0.17, 0.10, 0.30, 0.38], "spin_multiplicity": 1, "total_charge": 0, "homo_lumo_gap_ev": 10.233, "homo_energy_ev": -9.48, "smiles": "[H]/N=C1/C[C@]1(C#C)OCC.O=C=O", "lumo_energy_ev": 0.76}

***

The calculation returns the following maximum force values, one per record and in order: 0.0755, 0.0750, 0.0865 hartree/bohr.
The calculation returns the following relative energy (zero: lowest compared OMol25 entry of this formula, charge and spin) values, one per record and in order: 255.4, 656.9, 475.5 kJ/mol.